Entry 1:
The following is a quantum chemistry calculation of a structure of composition C37H31N6NaO3S at a distorted geometry, from the OMol25 dataset.

Geometry as XYZ:
```
79
C37H31N6NaO3S | the OMol25 dataset | ωB97M-V/def2-TZVPD
Na 1.34344 -1.70817 17.79209
O 3.64460 -1.76588 17.78459
C 4.58170 -1.76504 18.62358
C 5.86866 -1.17798 18.21427
C 6.98467 -1.06706 19.00264
C 6.89256 -1.68319 20.28902
C 5.69540 -2.27799 20.70485
C 4.55561 -2.37074 19.91322
C 3.33811 -3.05440 20.41122
N 2.24963 -3.05288 19.70861
N 1.20917 -3.73582 20.34455
C 0.09663 -3.79256 19.64423
O -0.17898 -3.27114 18.55158
C -0.93060 -4.67403 20.32025
C -2.05882 -5.08531 19.63519
C -2.90974 -6.07694 20.14006
C -2.65931 -6.61889 21.40506
C -1.57842 -6.13743 22.13977
C -0.71905 -5.23401 21.57196
H 5.86541 -0.75084 17.25419
H 7.83367 -0.50740 18.60157
H 7.70644 -1.54577 21.00221
H 5.71963 -2.73538 21.73942
H 3.33183 -3.55413 21.37744
H -2.20848 -4.76400 18.61715
H -3.66529 -6.52376 19.54475
H -3.40221 -7.31453 21.81239
H -1.37979 -6.53580 23.17901
H 0.25522 -4.99982 21.95459
C 2.15529 -2.58892 14.79775
C 1.58847 -1.30122 14.49355
C 1.65803 -0.83671 13.10454
C 1.09755 0.34420 12.76244
C 0.43976 1.06053 13.76904
C -0.18283 2.27790 13.40248
C -0.95049 2.88146 14.38032
C -0.98946 2.43107 15.69102
C -0.46717 1.17369 16.07796
S -0.77839 0.35945 17.58784
C 0.38603 0.54750 15.08244
N 0.96249 -0.62838 15.39625
H 2.70833 -3.00053 13.92373
H 1.35491 -3.26990 15.06074
H 2.79588 -2.48882 15.67551
H 2.21142 -1.38616 12.35605
H 1.15184 0.80453 11.76937
H -0.07549 2.57542 12.33385
H -1.55908 3.78739 14.33298
H -1.63414 2.96843 16.37205
C -0.69005 3.51038 19.32854
C 0.80733 3.38553 19.50086
C 1.59703 2.99442 18.41570
C 2.98349 2.99510 18.60704
C 3.52403 3.33204 19.79749
N 4.93938 3.26486 19.91624
C 5.71837 2.10518 20.11099
O 6.89822 2.14266 19.74661
N 5.15321 1.05093 20.76706
C 3.77882 0.73115 21.01337
C 3.21194 0.65018 22.26374
C 1.88150 0.16776 22.36335
C 1.23399 -0.16438 21.17242
N 1.80082 -0.04737 19.94984
C 3.06935 0.37730 19.89698
C 2.75175 3.68323 20.87833
C 1.38893 3.68242 20.72708
H -0.95359 4.41940 18.71237
H -1.25163 3.60883 20.30235
H -1.07831 2.65664 18.81386
H 1.09404 2.75288 17.46635
H 3.64847 2.84934 17.76133
H 5.47696 3.82395 19.31423
H 5.87938 0.34998 20.94791
H 3.79968 0.96893 23.13528
H 1.34021 -0.00115 23.29536
H 0.16374 -0.43074 21.15533
H 3.53659 0.52240 18.95672
H 3.24660 3.95229 21.83720
H 0.68995 3.91185 21.52530
```

Properties
Net charge: -2
Relative energy (zero: lowest compared OMol25 entry of this formula, charge and spin) in eV: 1.243
Energy in eV: -69210.112
F_max in Eh/bohr: 0.06686

Entry 2:
The following is a quantum chemistry calculation of a structure of composition C37H32BiO6S5, from the OMol25 dataset.

Geometry as XYZ:
```
81
C37H32BiO6S5 | the OMol25 dataset | ωB97M-V/def2-TZVPD
Bi -2.08542 -2.01536 -2.55237
C 6.31237 -3.24573 0.13201
C 5.08608 -2.67146 -0.51783
C 3.89363 -3.38798 -0.55548
C 2.75697 -2.86367 -1.15096
C 2.82470 -1.59799 -1.70533
C 4.00623 -0.87139 -1.71821
C 5.12700 -1.41253 -1.11594
S 1.39894 -0.89592 -2.49961
O 0.29180 -1.92257 -2.23510
C 1.06366 0.56192 -1.51735
C 0.88161 1.71485 -2.31099
C 0.56009 2.90228 -1.72411
C 0.37336 2.98389 -0.32757
C -0.02609 4.19496 0.29367
C -0.20955 4.25519 1.64241
C 0.00363 3.10908 2.44388
C 0.39081 1.93172 1.87903
C 0.57888 1.83271 0.47337
C 0.94951 0.60412 -0.14207
C 1.21071 -0.58505 0.72001
C 2.44770 -0.70849 1.42205
C 3.45091 0.29014 1.36320
C 4.61007 0.15159 2.07107
C 4.83652 -0.99819 2.85735
C 3.89199 -1.98132 2.92267
C 2.67176 -1.85880 2.21580
C 1.67716 -2.86909 2.28409
C 0.48647 -2.72463 1.63878
C 0.25945 -1.55201 0.88811
S -1.35671 -1.31974 0.17621
O -1.98178 -2.68772 0.08452
C -2.13118 -0.35313 1.43219
C -2.74893 0.81833 1.02884
C -3.34823 1.62648 1.98325
C -3.34431 1.26617 3.32564
C -4.01835 2.12500 4.35659
C -2.72198 0.07160 3.70276
C -2.11315 -0.74157 2.76820
H 6.05121 -4.01481 0.85758
H 6.88483 -2.47089 0.64144
H 6.96544 -3.70108 -0.61502
H 3.84749 -4.36955 -0.09937
H 1.82756 -3.41540 -1.16449
H 4.05019 0.11308 -2.16995
H 6.04832 -0.84325 -1.10030
H 0.98790 1.63827 -3.38575
H 0.41308 3.78819 -2.32865
H -0.18266 5.06941 -0.32552
H -0.51500 5.18300 2.10753
H -0.14552 3.17037 3.51380
H 0.54297 1.05731 2.49835
H 3.28867 1.17354 0.75879
H 5.36347 0.92719 2.02892
H 5.76056 -1.09415 3.41213
H 4.05642 -2.86626 3.52530
H 1.87382 -3.75721 2.87210
H -0.28545 -3.48205 1.68116
H -2.75169 1.09400 -0.01748
H -3.82533 2.54922 1.67700
H -4.17689 3.13693 3.98786
H -3.42998 2.17644 5.27237
H -4.99282 1.70816 4.61799
H -2.71719 -0.21880 4.74614
H -1.63153 -1.66247 3.07017
C -5.73485 -0.35746 -3.42363
S -4.98629 -1.58086 -2.40941
O -5.94776 -2.08384 -1.49489
O -4.32707 -2.55409 -3.31771
O -3.80220 -0.89127 -1.72462
H -6.57584 -0.83747 -3.91976
H -5.01099 -0.00372 -4.15204
H -6.07726 0.44726 -2.77720
C -4.00798 2.69363 -5.15566
O -3.26512 1.46248 -5.15995
C -2.64094 1.10541 -4.04856
S -2.69557 1.88999 -2.62450
S -1.63071 -0.31308 -4.39551
H -4.40320 2.78833 -6.16124
H -3.34875 3.52435 -4.91045
H -4.80963 2.64545 -4.41973
```

Properties
Net charge: +1
Relative energy (zero: lowest compared OMol25 entry of this formula, charge and spin) in eV: 0.374
Energy in eV: -111184.246
F_max in Eh/bohr: 0.00417

Entry 3:
The following is a quantum chemistry calculation of a structure of composition C37H32Br2F5N2OP2TeTi, from the OMol25 dataset.

Geometry as XYZ:
```
83
C37H32Br2F5N2OP2TeTi | the OMol25 dataset | ωB97M-V/def2-TZVPD
Ti 1.11217 0.81565 -1.20621
C 1.55666 -1.91818 2.24614
C 1.69349 -2.10471 0.73698
P 0.40349 -1.98671 -0.60754
C -1.32092 -1.43706 -1.03102
C -2.26909 -0.69069 -0.35782
C -3.52241 -0.45404 -0.90973
C -3.84644 -0.96112 -2.15270
C -2.89132 -1.67705 -2.86367
C -1.64283 -1.90893 -2.31650
C 0.04765 -3.74640 -0.85446
C 0.69502 -4.48008 -1.84115
C 0.37055 -5.81673 -2.03173
C -0.58282 -6.41792 -1.22438
C -1.20843 -5.68939 -0.21970
C -0.90092 -4.35122 -0.03624
C 1.36861 -0.44004 2.62983
P -0.26526 0.10190 2.02665
C -0.46610 1.82903 2.57472
C -0.14402 2.25427 3.86445
C -0.37823 3.56439 4.24616
C -0.95561 4.45805 3.34842
C -1.29041 4.04018 2.07057
C -1.04440 2.72841 1.68149
C -1.39435 -0.74442 3.21489
C -0.94573 -1.39162 4.36716
C -1.84024 -1.95902 5.26379
C -3.20424 -1.88475 5.02885
C -3.66626 -1.23121 3.89718
C -2.77092 -0.66972 3.00057
H 2.49100 -2.27385 2.68509
H 0.75887 -2.54693 2.64366
H 2.03578 -3.11808 0.51551
H 2.44219 -1.39882 0.37172
H -2.02424 -0.24401 0.58685
H -4.23562 0.15012 -0.36424
H -4.82360 -0.78373 -2.58104
H -3.10427 -2.04586 -3.85738
H -0.93745 -2.49545 -2.88863
H 1.44408 -4.00758 -2.46672
H 0.86066 -6.38539 -2.81072
H -0.84452 -7.45613 -1.37891
H -1.94682 -6.16309 0.41331
H -1.41718 -3.78598 0.73394
H 2.12777 0.13525 2.09069
H 1.51910 -0.26412 3.69487
H 0.28061 1.56013 4.58121
H -0.12779 3.88918 5.24778
H -1.15345 5.47727 3.65478
H -1.74347 4.73242 1.37221
H -1.29413 2.40449 0.67691
H 0.10987 -1.46391 4.59018
H -1.46516 -2.45625 6.14878
H -3.90308 -2.32415 5.72809
H -4.72899 -1.15243 3.70894
H -3.17004 -0.14658 2.14080
Br 4.71556 3.27589 -6.19465
C 3.83833 2.39664 -4.79747
C 3.65503 1.02047 -4.84690
C 3.03595 0.42116 -3.77030
N 2.60872 1.10496 -2.70877
C 2.75005 2.44385 -2.67152
C 3.38767 3.11562 -3.70341
C 2.28506 3.12182 -1.42496
C 2.02384 4.48650 -1.38511
C 1.85195 5.09261 -0.15474
Br 1.45114 6.91717 -0.05517
C 1.99479 4.35038 1.01254
C 2.16546 2.99106 0.88519
N 2.23872 2.36738 -0.29555
H 3.97955 0.43554 -5.69411
H 2.88278 -0.65111 -3.72250
H 3.54647 4.18296 -3.65009
H 1.94437 5.05598 -2.29985
H 1.93068 4.80479 1.98973
H 2.22802 2.36486 1.76434
F 0.09714 2.47155 -3.72520
Te -0.32003 0.62990 -4.14935
F -2.06041 1.24749 -4.15500
F -0.99185 -0.82498 -5.20213
F 0.29638 1.23296 -5.80055
F -0.61358 1.54166 -1.32569
O 1.23141 -1.26449 -1.70146
```

Properties
Net charge: +1
Relative energy (zero: lowest compared OMol25 entry of this formula, charge and spin) in eV: 0.704
Energy in eV: -246573.247
F_max in Eh/bohr: 0.01881
2S+1: 3